# 1
Formula: C4H8N2
Source: the OMol25 dataset
Level of theory: ωB97M-V/def2-TZVPD

## Properties
* total charge: 0
* energy relative to the best compared isomer or geometry (same formula, charge and spin): 410.31 kJ/mol
* max |F|: 0.0371 hartree/bohr
* frontier orbital gap (spin up / spin down): 9.8 / 8.0 eV
* highest occupied orbital energy (spin up / spin down): -0.35657 / -0.31311 Eh
* energy: -7253.6228 eV

Cartesian coordinates (Å):
1 C -0.27698 -0.67469 -0.21791
2 C -1.64991 -1.18465 -0.08913
3 C 1.40965 1.21940 0.04051
4 N 0.35510 -0.97687 -1.41215
5 C 0.04162 0.70085 0.38110
6 N -0.83035 1.25436 1.11776
7 H 0.24957 -1.97749 -1.57657
8 H 0.07983 -1.44044 0.54963
9 H -0.48545 2.14359 1.48369
10 H -2.17180 -1.50218 -0.98521
11 H -2.00376 -1.56293 0.86202
12 H 2.17905 0.56390 0.45807
13 H 1.55303 1.20856 -1.04107
14 H 1.55040 2.22861 0.42926

***

# 2
Formula: C4H8N2
Source: the OMol25 dataset
Level of theory: ωB97M-V/def2-TZVPD

## Properties
* total charge: 0
* energy relative to the best compared isomer or geometry (same formula, charge and spin): 201.64 kJ/mol
* max |F|: 0.0061 hartree/bohr
* frontier orbital gap: 10.3 eV
* highest occupied orbital energy: -0.34019 Eh
* structure (SMILES): C1N[C@H]1[C@H]1CN1
* energy: -7255.7855 eV

Cartesian coordinates (Å):
1 C 1.88874 -0.11249 -0.04803
2 N 1.10388 -1.30548 0.26594
3 C 0.62269 -0.38976 -0.75818
4 C -0.57945 0.46514 -0.47627
5 C -1.75103 -0.08935 0.23719
6 N -0.82026 0.81128 0.92094
7 H 2.84660 -0.29309 -0.52910
8 H 1.86574 0.70339 0.67164
9 H 0.59072 -1.13488 1.13072
10 H 0.65772 -0.79681 -1.76867
11 H -0.75789 1.25258 -1.20787
12 H -1.70185 -1.11681 0.59091
13 H -2.75057 0.26028 -0.01007
14 H -1.21505 1.74600 0.98085

***

# 3
Formula: C4H8N2
Source: the OMol25 dataset
Level of theory: ωB97M-V/def2-TZVPD

## Properties
* total charge: 0
* energy relative to the best compared isomer or geometry (same formula, charge and spin): 292.96 kJ/mol
* max |F|: 0.0429 hartree/bohr
* frontier orbital gap: 10.1 eV
* highest occupied orbital energy: -0.35218 Eh
* structure (SMILES): C=NN=C.C=C
* energy: -7254.8391 eV

Cartesian coordinates (Å):
1 C -0.93714 -1.90518 -0.04099
2 C -0.13019 1.74387 -1.01188
3 C -0.60003 -2.32225 -1.26336
4 N -0.04258 1.41347 0.23233
5 H -1.95242 -2.00213 0.32965
6 H 0.67379 2.27009 -1.55399
7 H -1.04058 1.49987 -1.58049
8 H -1.33247 -2.77753 -1.92197
9 H 0.41680 -2.21154 -1.62760
10 C 1.28304 1.41972 1.98971
11 N 1.18380 1.79888 0.76028
12 H -0.20365 -1.43934 0.61127
13 H 0.48622 0.86585 2.51535
14 H 2.19541 1.64620 2.56170

***

# 4
Formula: C4H8N2
Source: the OMol25 dataset
Level of theory: ωB97M-V/def2-TZVPD

## Properties
* total charge: 0
* energy relative to the best compared isomer or geometry (same formula, charge and spin): 228.95 kJ/mol
* max |F|: 0.0819 hartree/bohr
* frontier orbital gap: 9.6 eV
* highest occupied orbital energy: -0.34260 Eh
* energy: -7255.5025 eV

Cartesian coordinates (Å):
1 C -1.51341 0.25355 1.24699
2 N -0.51509 0.27697 0.24427
3 C -0.35484 -0.51434 -0.72409
4 C 0.71008 -0.52822 -1.71236
5 C 2.69589 0.32514 1.49034
6 N 1.90088 1.14278 1.18864
7 H -2.33525 -0.40953 0.95253
8 H -1.90032 1.26098 1.43506
9 H -1.06986 -0.10610 2.18751
10 H 0.59868 0.93767 0.56607
11 H -1.19182 -1.20413 -0.85685
12 H 1.15030 -1.52941 -1.80997
13 H 0.33613 -0.26919 -2.71589
14 H 1.51393 0.16672 -1.44699

***

# 5
Formula: C4H8N2
Source: the OMol25 dataset
Level of theory: ωB97M-V/def2-TZVPD

## Properties
* total charge: +2
* energy relative to the best compared isomer or geometry (same formula, charge and spin): 270.39 kJ/mol
* max |F|: 0.0782 hartree/bohr
* frontier orbital gap (spin up / spin down): 7.0 / 7.0 eV
* highest occupied orbital energy (spin up / spin down): -0.66664 / -0.66491 Eh
* energy: -7234.7316 eV

Cartesian coordinates (Å):
1 C 1.02461 -1.68563 0.02391
2 C 0.03963 0.56411 -0.25587
3 C 1.78925 -2.83299 0.11441
4 C -0.84912 1.35645 0.42150
5 N 0.47677 -0.59982 -0.09176
6 N -1.55845 2.37419 -0.47571
7 H 1.75236 -3.40277 1.14075
8 H 2.92218 -2.78133 -0.32452
9 H 1.56691 -3.55440 -0.70705
10 H -0.45246 2.05029 1.15211
11 H -1.57042 0.67447 0.94081
12 H -1.95955 1.95459 -1.34412
13 H -0.91875 3.13749 -0.80728
14 H -2.26296 2.74535 0.21282

***

# 6
Formula: C4H8N2O
Source: the OMol25 dataset
Level of theory: ωB97M-V/def2-TZVPD

## Properties
* total charge: -1
* energy relative to the best compared isomer or geometry (same formula, charge and spin): 40.28 kJ/mol
* max |F|: 0.0356 hartree/bohr
* frontier orbital gap (spin up / spin down): 2.6 / 8.5 eV
* highest occupied orbital energy (spin up / spin down): 0.04570 / -0.17476 Eh
* energy: -9303.9109 eV
* multiplicity: 2

Cartesian coordinates (Å):
1 C -2.00121 -0.48930 0.51183
2 C -0.55117 -0.66315 0.30854
3 C 0.56905 -0.05113 0.78567
4 N 1.68274 -0.48728 0.12377
5 C 1.24404 -1.34807 -0.78884
6 N -0.08982 -1.48961 -0.69983
7 H -2.35992 0.36570 -0.07341
8 H -2.62171 -1.35140 0.27113
9 H -2.19764 -0.27136 1.56669
10 H 0.63980 0.64720 1.60213
11 H 2.00563 -1.74177 -1.42829
12 H -0.83759 -1.89159 -1.26748
13 H 1.70825 2.43912 0.22261
14 H 1.72729 3.41490 -0.81995
15 O 1.08226 2.91775 -0.31458

***

# 7
Formula: C4H8N2O
Source: the OMol25 dataset
Level of theory: ωB97M-V/def2-TZVPD

## Properties
* total charge: 0
* energy relative to the best compared isomer or geometry (same formula, charge and spin): 216.81 kJ/mol
* max |F|: 0.0237 hartree/bohr
* frontier orbital gap: 10.2 eV
* highest occupied orbital energy: -0.34108 Eh
* structure (SMILES): NC(=O)CN1CC1
* energy: -9304.1461 eV

Cartesian coordinates (Å):
1 N 1.40554 -0.45328 -1.25164
2 C 1.65690 -0.70032 0.05934
3 O 2.57453 -1.41782 0.43608
4 C 0.69143 0.01592 0.97060
5 N -0.41027 0.78382 0.36085
6 C -1.76979 0.48151 0.72409
7 C -1.35379 0.41889 -0.69950
8 H 2.10175 -0.90793 -1.81718
9 H 0.82043 0.32038 -1.59413
10 H 0.38523 -0.73274 1.70996
11 H 1.27418 0.78489 1.48047
12 H -1.96062 -0.52048 1.10179
13 H -2.43657 1.27574 1.06760
14 H -1.31691 -0.59214 -1.18248
15 H -1.66202 1.24354 -1.36585

***

# 8
Formula: C4H8N2O
Source: the OMol25 dataset
Level of theory: ωB97M-V/def2-TZVPD

## Properties
* total charge: 0
* energy relative to the best compared isomer or geometry (same formula, charge and spin): 394.47 kJ/mol
* max |F|: 0.0134 hartree/bohr
* frontier orbital gap: 10.0 eV
* highest occupied orbital energy: -0.33544 Eh
* energy: -9302.3048 eV

Cartesian coordinates (Å):
1 C 1.70150 0.76032 -0.01434
2 C -1.10893 -0.21107 -0.74299
3 C -1.77766 -1.01865 -1.89487
4 N -1.38633 -1.46253 -0.60004
5 C 0.66214 1.25348 0.97232
6 O 0.15351 2.35351 0.90731
7 N 0.34926 0.36035 1.97656
8 H 1.73943 -0.33231 -0.06800
9 H 1.45920 1.15700 -1.00097
10 H 2.68785 1.13446 0.28095
11 H -2.84045 -0.86915 -2.07425
12 H -1.16378 -1.29633 -2.75343
13 H -1.30958 -2.25405 0.03303
14 H 1.04049 -0.31939 2.25266
15 H -0.20665 0.74438 2.72605

***

# 9
Formula: C4H8N2O
Source: the OMol25 dataset
Level of theory: ωB97M-V/def2-TZVPD

## Properties
* total charge: 0
* energy relative to the best compared isomer or geometry (same formula, charge and spin): 148.33 kJ/mol
* max |F|: 0.0525 hartree/bohr
* frontier orbital gap: 9.6 eV
* highest occupied orbital energy: -0.31938 Eh
* structure (SMILES): Cc1c[nH]cn1.O
* energy: -9304.8559 eV

Cartesian coordinates (Å):
1 C -1.83227 -0.59167 0.52904
2 C -0.43262 -0.66016 -0.02810
3 C 0.29649 -1.84546 -0.10187
4 N 1.49291 -1.41997 -0.69880
5 C 1.49703 -0.07160 -0.68628
6 N 0.31932 0.42673 -0.34543
7 H -2.59846 -0.29030 -0.18283
8 H -2.12036 -1.48746 1.06454
9 H -1.76984 0.21801 1.27042
10 H 0.00143 -2.84249 -0.40093
11 H 2.33659 -1.95563 -0.71062
12 H 2.45758 0.41467 -0.58922
13 H -1.40535 2.76792 0.38762
14 H -0.12950 3.52798 0.41733
15 O -0.79604 3.19673 1.02149

***

# 10
Formula: C4H8N2O
Source: the OMol25 dataset
Level of theory: ωB97M-V/def2-TZVPD

## Properties
* total charge: 0
* energy relative to the best compared isomer or geometry (same formula, charge and spin): 104.40 kJ/mol
* max |F|: 0.0099 hartree/bohr
* frontier orbital gap: 10.1 eV
* highest occupied orbital energy: -0.34193 Eh
* structure (SMILES): [H]/N=C(\NC)C(C)=O
* energy: -9305.3112 eV

Cartesian coordinates (Å):
1 C -2.42026 -0.21892 0.18442
2 N -1.14072 -0.15506 -0.47666
3 C 0.01413 0.12320 0.19124
4 N 0.22027 0.26574 1.44647
5 C 1.19843 0.28325 -0.75171
6 O 0.99356 0.59126 -1.90870
7 C 2.55648 -0.01287 -0.17587
8 H -3.16279 -0.60907 -0.51595
9 H -2.76027 0.76127 0.55156
10 H -2.37018 -0.90814 1.03728
11 H -1.09832 -0.00619 -1.47561
12 H -0.65513 0.22950 1.97296
13 H 2.57828 -1.08563 0.06787
14 H 3.33474 0.21311 -0.91101
15 H 2.71177 0.52855 0.76370

***

# 11
Formula: C4H8N2O
Source: the OMol25 dataset
Level of theory: ωB97M-V/def2-TZVPD

## Properties
* total charge: 0
* energy relative to the best compared isomer or geometry (same formula, charge and spin): 566.07 kJ/mol
* max |F|: 0.0348 hartree/bohr
* frontier orbital gap (spin up / spin down): 8.0 / 8.0 eV
* highest occupied orbital energy (spin up / spin down): -0.29901 / -0.29903 Eh
* energy: -9300.5263 eV

Cartesian coordinates (Å):
1 C 0.87235 -0.80651 1.64568
2 N 0.20043 0.34511 1.08743
3 C -0.89462 0.10215 0.34771
4 C 0.55031 0.28854 -0.94861
5 C 0.32993 1.26487 -1.79062
6 O -1.74529 1.14978 0.25604
7 N -1.23103 -0.97057 -0.38893
8 H -2.48178 0.84333 -0.29305
9 H -0.66637 -1.78088 -0.14767
10 H 1.34381 -0.43353 -0.89121
11 H 0.17576 -1.40567 2.24842
12 H 1.30470 -1.50263 0.90716
13 H 1.69495 -0.45885 2.26932
14 H -0.55822 1.87914 -1.78543
15 H 1.10508 1.48570 -2.51626

***

# 12
Formula: C4H8N2O
Source: the OMol25 dataset
Level of theory: ωB97M-V/def2-TZVPD

## Properties
* total charge: 0
* energy relative to the best compared isomer or geometry (same formula, charge and spin): 775.05 kJ/mol
* max |F|: 0.0913 hartree/bohr
* frontier orbital gap (spin up / spin down): 8.3 / 8.2 eV
* highest occupied orbital energy (spin up / spin down): -0.31862 / -0.30416 Eh
* energy: -9298.3604 eV

Cartesian coordinates (Å):
1 C 1.62425 -1.13333 -0.02283
2 C 1.89712 0.12886 -0.41475
3 C 1.04332 1.30176 0.05967
4 C -2.44915 -0.07424 -0.07989
5 N 0.63177 -1.50314 0.70062
6 N -1.01784 -0.34660 -0.34769
7 O -0.57151 -1.05814 0.67568
8 H 2.27294 -2.11049 -0.12947
9 H 2.80772 0.26957 -1.02195
10 H 1.55458 2.37280 -0.20594
11 H 0.79657 1.25183 1.13816
12 H -0.01057 1.09269 -0.49516
13 H -2.85661 -0.85413 0.56396
14 H -2.62801 0.85279 0.56423
15 H -3.09459 -0.19024 -0.98463

***

# 13
Formula: C4H8N2O
Source: the OMol25 dataset
Level of theory: ωB97M-V/def2-TZVPD

## Properties
* total charge: 0
* energy relative to the best compared isomer or geometry (same formula, charge and spin): 175.58 kJ/mol
* max |F|: 0.0144 hartree/bohr
* frontier orbital gap: 10.6 eV
* highest occupied orbital energy: -0.35666 Eh
* energy: -9304.5734 eV

Cartesian coordinates (Å):
1 C 1.78573 0.00566 0.44859
2 C 0.81285 -0.35165 -0.65953
3 O 0.14905 -1.62248 -0.34435
4 C -1.01234 -0.95672 -0.04667
5 N -2.02113 -1.28482 0.62318
6 C -0.57862 0.34762 -0.65739
7 N -0.78347 1.56682 0.06503
8 H 1.21921 0.40216 1.29609
9 H 2.50438 0.76736 0.13418
10 H 2.35125 -0.86594 0.80259
11 H 1.20430 -0.32743 -1.67162
12 H -1.92924 -2.23399 0.98177
13 H -0.95930 0.40492 -1.68767
14 H -1.26325 2.26779 -0.48461
15 H -1.31583 1.39396 0.90873

***

# 14
Formula: C4H8N2O
Source: the OMol25 dataset
Level of theory: ωB97M-V/def2-TZVPD

## Properties
* total charge: 0
* energy relative to the best compared isomer or geometry (same formula, charge and spin): 375.19 kJ/mol
* max |F|: 0.1056 hartree/bohr
* frontier orbital gap: 9.3 eV
* highest occupied orbital energy: -0.31756 Eh
* structure (SMILES): [H]/N=C(/N)[C@@H]1C[C@@H]1O
* energy: -9302.5046 eV

Cartesian coordinates (Å):
1 C 0.30870 -0.37473 1.01171
2 C 0.07578 0.80382 0.18932
3 C -1.35279 0.86831 -0.72955
4 C -0.11851 0.73781 -1.41563
5 H -0.55335 0.55624 2.61207
6 H 0.44370 -0.95336 2.71631
7 H 0.65135 -1.52820 -0.38244
8 H 0.30238 1.65147 0.73907
9 H -1.62121 2.05642 -0.81353
10 H -2.23326 0.12626 -0.57991
11 H 0.18492 1.66154 -1.97878
12 H -0.07739 -0.67655 -2.55863
13 N 0.20032 -0.05574 2.32631
14 N 0.65309 -1.57666 0.61132
15 O 0.43124 -0.45979 -1.83157

***

# 15
Formula: C4H8N2O
Source: the OMol25 dataset
Level of theory: ωB97M-V/def2-TZVPD

## Properties
* total charge: 0
* energy relative to the best compared isomer or geometry (same formula, charge and spin): 654.25 kJ/mol
* max |F|: 0.0396 hartree/bohr
* frontier orbital gap (spin up / spin down): 8.0 / 8.1 eV
* highest occupied orbital energy (spin up / spin down): -0.31058 / -0.31720 Eh
* energy: -9299.6124 eV

Cartesian coordinates (Å):
1 C 0.52981 -0.07567 -0.66476
2 C 1.21991 -1.38301 -0.68710
3 C -1.83413 0.05060 -0.16666
4 C 0.69011 0.83730 0.39944
5 N -0.68007 1.42891 0.55048
6 N 1.64894 1.01766 1.20547
7 O -0.99350 1.74522 1.68141
8 H 0.12464 0.29446 -1.59710
9 H 1.33910 1.57506 2.00589
10 H 1.53758 -1.67680 0.31416
11 H 2.12065 -1.31551 -1.31243
12 H 0.59234 -2.16296 -1.12592
13 H -2.67962 0.70560 0.01158
14 H -1.77520 -0.73781 0.57692
15 H -1.84054 -0.30304 -1.19138

***

# 16
Formula: C4H8N2O
Source: the OMol25 dataset
Level of theory: ωB97M-V/def2-TZVPD

## Properties
* total charge: 0
* energy relative to the best compared isomer or geometry (same formula, charge and spin): 163.83 kJ/mol
* max |F|: 0.0582 hartree/bohr
* frontier orbital gap: 9.8 eV
* highest occupied orbital energy: -0.33747 Eh
* structure (SMILES): C/N=C(/N)C(C)=O
* energy: -9304.6952 eV

Cartesian coordinates (Å):
1 C 1.74624 -0.75001 -0.46229
2 C 0.10382 0.92184 0.04757
3 C -1.11050 0.06175 -0.23001
4 C -1.33353 -1.16275 0.57891
5 H 2.27932 -1.30857 0.31675
6 H 0.92685 -1.41541 -0.86215
7 H 2.54141 -0.58599 -1.23395
8 H -0.94410 2.59680 -0.17560
9 H 0.69067 2.83991 0.18503
10 H -0.35969 -1.69594 0.81704
11 H -2.07501 -1.84142 0.11189
12 H -1.67845 -0.88127 1.60102
13 N 1.32472 0.56952 -0.03394
14 N -0.15218 2.21332 0.34169
15 O -1.95958 0.43822 -1.00196

***

# 17
Formula: C4H8N2O
Source: the OMol25 dataset
Level of theory: ωB97M-V/def2-TZVPD

## Properties
* total charge: 0
* energy relative to the best compared isomer or geometry (same formula, charge and spin): 499.69 kJ/mol
* max |F|: 0.0547 hartree/bohr
* frontier orbital gap: 8.9 eV
* highest occupied orbital energy: -0.29359 Eh
* structure (SMILES): [H]/N=C\CO.C#CN
* energy: -9301.2143 eV

Cartesian coordinates (Å):
1 C -0.19725 -0.24865 2.23545
2 C 0.17746 -0.01044 -1.80763
3 N 1.39654 0.63088 -1.94176
4 C -0.69920 -0.80882 -2.17395
5 C 0.36206 0.43170 1.01530
6 O -1.58110 -0.51313 2.15323
7 N -0.30804 0.72503 -0.02384
8 H -1.73254 -1.18082 1.47216
9 H 1.34840 1.59676 -1.63131
10 H 1.73993 0.57806 -2.89200
11 H -1.31499 0.57250 0.03109
12 H 0.38201 -1.16784 2.41433
13 H -0.05155 0.39564 3.10657
14 H -0.96436 -1.53271 -2.90968
15 H 1.44263 0.53184 0.95203